No. 1
71
Properties=species:S:1:pos:R:3:lowdin_spin:R:1 method="wB97M-V/def2-TZVPD" lumo_energy_ha="-0.19536 / -0.35715" charge=+2 spin_multiplicity=4 gap_ev="6.6 / 3.9" s_squared=3.83 de_lowest_kj_mol=0.0
C 4.16 -3.47 2.30 0.016
C 4.00 -2.25 1.61 0.250
C 2.74 -1.66 1.54 0.224
C 1.59 -2.24 2.12 0.008
N 0.32 -1.69 1.89 -0.001
C -0.79 -2.30 2.15 -0.015
C -2.07 -1.54 2.47 0.001
C -3.27 -2.06 1.69 -0.001
C -3.50 -3.55 1.97 0.001
C -2.26 -4.40 1.69 0.001
C -0.97 -3.81 2.27 0.004
C 1.82 -3.37 2.95 0.241
C 3.06 -4.01 2.97 0.233
H 5.12 -3.98 2.29 -0.003
H 4.84 -1.77 1.13 0.009
H 2.60 -0.73 1.00 0.006
H -2.21 -1.68 3.56 0.000
H -1.91 -0.48 2.29 0.001
H -4.16 -1.48 1.95 0.000
H -3.09 -1.91 0.62 0.000
H -3.80 -3.67 3.02 0.000
H -4.32 -3.93 1.35 0.000
H -2.40 -5.41 2.10 0.000
H -2.11 -4.53 0.61 0.000
H -0.12 -4.32 1.81 0.003
H -0.98 -4.02 3.35 -0.001
H 1.00 -3.77 3.53 0.007
H 3.16 -4.94 3.53 0.008
O -0.62 5.85 -5.11 0.042
C -0.70 4.69 -4.99 0.023
Cr -0.48 2.81 -4.74 0.862
C 0.66 3.33 -3.33 -0.012
O 1.42 3.76 -2.57 -0.007
C 1.04 3.12 -5.84 0.018
O 2.00 3.49 -6.40 0.034
C -1.97 1.97 -6.07 0.040
C -2.60 2.54 -4.96 0.005
C -2.20 2.18 -3.66 0.023
C -1.26 1.14 -3.45 0.031
C -0.85 0.78 -2.11 0.144
C -0.41 0.75 -0.96 0.028
C 0.22 0.92 0.28 0.299
C 1.65 1.13 0.21 0.009
C 2.41 0.60 -0.87 0.072
C 3.81 0.63 -0.83 -0.004
C 4.47 1.30 0.21 0.077
C 3.73 1.98 1.18 0.000
C 2.34 1.92 1.17 0.072
C -0.59 1.31 1.42 0.010
C -1.96 1.64 1.18 0.070
C -2.74 2.19 2.19 -0.010
C -2.22 2.37 3.47 0.081
C -0.90 1.98 3.75 -0.009
C -0.12 1.39 2.76 0.069
C -0.54 0.69 -4.58 0.024
C -0.94 1.04 -5.88 0.001
H -2.26 2.27 -7.08 0.003
H -3.38 3.29 -5.09 -0.001
H -2.62 2.69 -2.78 0.001
H 1.88 0.14 -1.71 0.003
H 4.38 0.14 -1.62 -0.002
H 5.56 1.33 0.24 0.004
H 4.22 2.57 1.96 -0.002
H 1.76 2.51 1.87 0.003
H -2.37 1.46 0.19 0.003
H -3.77 2.49 1.95 -0.002
H -2.83 2.82 4.25 0.004
H -0.47 2.14 4.74 -0.002
H 0.88 1.00 3.00 0.002
H 0.32 0.03 -4.41 0.001
H -0.41 0.61 -6.73 -0.001

No. 2
70
Properties=species:S:1:pos:R:3:nbo_charge:R:1 method="wB97M-V/def2-TZVPD" lumo_energy_ha=-0.21029 charge=+1 gap_ev=3.8
F -3.78 3.24 -3.80 -0.299
C -3.71 1.89 -3.83 0.396
C -4.87 1.13 -3.87 -0.176
C -4.81 -0.24 -3.85 -0.207
C -3.59 -0.88 -3.81 -0.109
C -2.39 -0.14 -3.78 -0.144
C -1.14 -0.83 -3.76 0.110
C 0.09 -0.21 -3.78 -0.304
C 1.30 -0.85 -3.79 0.103
C 2.56 -0.19 -3.82 -0.164
C 2.68 1.21 -3.83 -0.149
C 3.92 1.82 -3.87 0.385
F 4.00 3.17 -3.89 -0.299
C 5.07 1.05 -3.91 -0.182
C 4.98 -0.33 -3.90 -0.206
C 3.75 -0.94 -3.86 -0.121
C -2.49 1.26 -3.79 -0.194
H -5.82 1.65 -3.90 0.249
H -5.71 -0.83 -3.86 0.242
H -3.54 -1.95 -3.79 0.224
H -1.16 -1.91 -3.76 0.221
H 0.09 0.86 -3.80 0.218
H 1.31 -1.93 -3.78 0.221
H 1.82 1.84 -3.78 0.225
H 6.02 1.55 -3.93 0.249
H 5.88 -0.93 -3.91 0.242
H 3.68 -2.02 -3.85 0.224
H -1.62 1.88 -3.73 0.236
C -2.61 2.41 0.18 -0.679
C -1.50 1.58 0.75 0.492
C -1.73 0.85 1.89 -0.902
P -0.37 -0.10 2.55 1.590
C 0.24 -1.24 1.30 -0.397
C 1.19 -0.84 0.39 -0.159
C 1.67 -1.74 -0.55 -0.226
C 1.16 -3.03 -0.59 -0.209
C 0.20 -3.42 0.32 -0.234
C -0.26 -2.52 1.27 -0.114
C 0.95 1.01 3.07 -0.421
C 2.25 0.56 3.11 -0.190
C 3.25 1.40 3.54 -0.211
C 2.95 2.69 3.92 -0.182
C 1.64 3.14 3.89 -0.218
C 0.64 2.29 3.46 -0.101
C -0.94 -1.03 3.98 -0.406
C -0.09 -1.30 5.03 -0.127
C -0.56 -1.99 6.13 -0.204
C -1.87 -2.41 6.17 -0.183
C -2.71 -2.16 5.11 -0.204
C -2.24 -1.47 4.01 -0.182
O -0.40 1.58 0.17 -0.739
H -3.53 2.27 0.75 0.208
H -2.35 3.46 0.20 0.230
H -2.79 2.14 -0.86 0.205
H -2.66 0.87 2.42 0.237
H 1.54 0.18 0.40 0.255
H 2.43 -1.43 -1.25 0.203
H 1.52 -3.73 -1.33 0.210
H -0.19 -4.42 0.30 0.221
H -1.02 -2.81 1.98 0.217
H 2.47 -0.45 2.80 0.219
H 4.27 1.05 3.55 0.220
H 3.74 3.35 4.25 0.222
H 1.41 4.14 4.18 0.223
H -0.38 2.63 3.41 0.229
H 0.93 -0.96 4.99 0.218
H 0.11 -2.20 6.96 0.223
H -2.24 -2.95 7.04 0.224
H -3.74 -2.49 5.14 0.223
H -2.89 -1.29 3.16 0.229

No. 3
82
Properties=species:S:1:pos:R:3:lowdin_spin:R:1 method="wB97M-V/def2-TZVPD" lumo_energy_ha="-0.13190 / -0.13191" charge=+1 spin_multiplicity=2 gap_ev="5.7 / 5.7" s_squared=0.76 de_lowest_kj_mol=0.0
Ru -0.41 -3.16 0.05 0.791
C -1.74 -3.44 4.12 0.004
C -0.62 -3.24 4.92 0.000
C 0.60 -3.04 4.31 0.004
C 0.69 -3.02 2.91 -0.002
N -0.41 -3.16 2.15 -0.003
C -1.59 -3.39 2.76 -0.001
N 1.99 -2.88 2.43 0.014
C 2.32 -2.93 1.20 0.004
N 1.55 -3.08 0.06 0.028
C 2.33 -2.97 -1.07 0.003
N 2.01 -2.97 -2.31 0.013
C 0.72 -3.14 -2.80 -0.002
C 0.64 -3.21 -4.20 0.004
C -0.56 -3.45 -4.82 -0.001
C -1.69 -3.63 -4.02 0.004
C -1.56 -3.53 -2.66 -0.002
N -0.38 -3.26 -2.05 -0.003
C 3.74 -2.82 -0.62 0.002
C 4.91 -2.72 -1.35 0.000
C 6.09 -2.60 -0.62 0.002
C 6.08 -2.57 0.77 0.002
C 4.90 -2.67 1.49 0.001
C 3.73 -2.80 0.76 0.002
H -2.72 -3.63 4.54 0.000
H -0.69 -3.27 6.00 0.000
H 1.51 -2.92 4.87 0.000
H -2.43 -3.56 2.10 0.000
H 1.56 -3.10 -4.75 0.000
H -0.62 -3.52 -5.89 0.000
H -2.66 -3.85 -4.44 0.000
H -2.40 -3.68 -2.00 0.000
H 4.90 -2.76 -2.43 0.000
H 7.03 -2.53 -1.15 0.000
H 7.02 -2.48 1.30 0.000
H 4.88 -2.66 2.57 0.000
C -4.62 3.24 1.07 0.000
C -4.20 2.84 -0.33 0.000
N -3.11 1.84 -0.31 -0.001
C -3.46 0.55 -0.22 0.000
C -2.60 -0.51 -0.12 0.001
C -3.24 -1.89 -0.03 0.003
O -4.46 -1.93 -0.06 -0.001
O -2.46 -2.90 0.04 0.041
C -1.21 -0.24 -0.09 0.000
O -0.29 -1.09 0.00 0.010
C -0.82 1.18 -0.17 0.000
C 0.54 1.51 -0.15 0.000
C 0.93 2.81 -0.18 0.000
F 2.25 3.09 -0.12 0.000
C 0.00 3.86 -0.26 0.000
C -1.34 3.53 -0.30 0.000
C -1.77 2.19 -0.26 0.000
N 0.36 5.23 -0.33 0.000
C 1.73 5.65 -0.63 0.000
C 1.74 7.17 -0.83 0.000
N 0.36 7.59 -1.25 0.000
C -0.62 7.43 -0.11 0.000
C -0.25 6.15 0.63 0.000
H -5.41 3.99 1.02 0.000
H -3.78 3.65 1.63 0.000
H -5.01 2.38 1.62 0.000
H -3.88 3.70 -0.92 0.000
H -5.02 2.39 -0.89 0.000
H -4.52 0.32 -0.24 0.000
H 1.28 0.72 -0.07 0.000
H -2.07 4.33 -0.40 0.000
H 2.06 5.15 -1.54 0.000
H 2.45 5.41 0.16 0.000
H 2.44 7.48 -1.60 0.000
H 1.95 7.72 0.08 0.000
H 0.05 6.98 -2.01 0.000
H 0.35 8.55 -1.61 0.000
H -1.61 7.38 -0.56 0.000
H -0.54 8.32 0.51 0.000
H -1.14 5.72 1.07 0.000
H 0.44 6.36 1.46 0.000
N 1.00 -9.06 1.76 0.009
C 0.31 -8.29 1.25 0.003
N -0.54 -7.48 0.66 0.031
C -0.46 -6.26 0.41 0.029
N -0.51 -5.12 0.09 0.011